(1)
103
Properties=species:S:1:pos:R:3 method="wB97M-V/def2-TZVPD" energy_ha=-4999.85148 e_lumo_ev="3.58 / 3.58" largest_force_ev_per_a=1.364 homo_energy_ev="-0.4 / -0.8" orbital_gap_ev="3.93 / 4.40" charge=-2 spin_multiplicity=4
V -1.084 0.221 2.783
C 2.174 -1.100 4.854
C 1.882 -0.474 3.533
O 0.779 -0.156 3.154
N 2.948 -0.296 2.661
C 2.643 0.468 1.474
C 2.533 1.959 1.707
C 2.407 2.832 0.625
C 2.162 4.166 0.875
C 2.058 4.599 2.191
C 2.237 3.664 3.198
N 2.482 2.379 2.963
H 1.296 -1.077 5.503
H 2.999 -0.581 5.350
H 2.470 -2.141 4.696
H 3.801 -0.043 3.137
H 1.660 0.124 1.132
H 3.360 0.259 0.675
H 2.457 2.448 -0.387
H 2.037 4.863 0.054
H 1.841 5.631 2.434
H 2.167 3.950 4.241
S -4.377 -0.746 6.488
Sb -2.209 -0.792 5.735
S -1.478 1.319 4.895
S -1.942 -1.856 3.610
S -0.723 -1.657 7.278
C -1.770 5.513 -1.513
C -2.747 5.476 -0.343
C -2.261 6.358 0.804
C -3.026 4.050 0.129
N -1.864 3.392 0.695
C -1.578 3.127 1.966
N -0.552 2.317 2.001
N -0.205 2.105 0.707
N -0.988 2.735 -0.083
H -1.595 6.543 -1.833
H -2.149 4.946 -2.366
H -0.811 5.074 -1.232
H -3.716 5.855 -0.688
H -1.300 6.001 1.182
H -2.966 6.360 1.637
H -2.124 7.389 0.471
H -3.375 3.397 -0.670
H -3.788 4.043 0.908
H -2.152 3.429 2.827
O -3.701 0.848 -0.321
C -3.346 0.252 0.712
O -2.791 0.747 1.729
H -3.605 -0.827 0.813
O -0.067 -1.069 0.712
P -0.208 -1.596 -0.681
C -0.676 -0.203 -1.769
C -1.189 -0.505 -3.187
C -1.233 0.791 -3.993
C 0.188 1.325 -4.249
C 1.156 0.894 -3.138
C 0.434 0.879 -1.795
C 1.455 -2.163 -1.192
C 2.157 -2.873 -0.014
C 3.429 -3.598 -0.484
C 4.071 -2.861 -1.656
C 3.145 -2.889 -2.886
C 1.664 -2.961 -2.479
C -1.598 -2.789 -0.792
C -1.882 -3.586 -2.081
C -1.310 -5.005 -2.114
C -1.655 -5.787 -0.854
C -1.122 -5.042 0.363
C -1.738 -3.655 0.472
H -1.522 0.218 -1.209
H -2.185 -0.947 -3.130
H -0.549 -1.222 -3.710
H -1.813 1.524 -3.425
H -1.759 0.637 -4.938
H 0.162 2.417 -4.298
H 0.554 0.977 -5.220
H 2.013 1.572 -3.106
H 1.559 -0.100 -3.356
H -0.023 1.856 -1.623
H 1.125 0.743 -0.960
H 1.959 -1.200 -1.331
H 1.480 -3.584 0.460
H 2.392 -2.137 0.755
H 3.190 -4.620 -0.798
H 4.129 -3.688 0.349
H 5.043 -3.292 -1.906
H 4.261 -1.825 -1.356
H 3.390 -3.747 -3.518
H 3.313 -1.994 -3.493
H 1.389 -4.000 -2.300
H 1.035 -2.608 -3.298
H -2.385 -2.026 -0.711
H -1.562 -3.045 -2.972
H -2.972 -3.676 -2.156
H -0.222 -4.972 -2.208
H -1.683 -5.515 -3.008
H -1.246 -6.800 -0.911
H -2.744 -5.883 -0.768
H -0.031 -4.978 0.280
H -1.332 -5.587 1.285
H -1.348 -3.122 1.335
H -2.807 -3.774 0.674

(2)
108
Properties=species:S:1:pos:R:3 method="wB97M-V/def2-TZVPD" energy_ha=-2906.84190 e_lumo_ev=0.04 largest_force_ev_per_a=7.132 homo_energy_ev=-9.5 orbital_gap_ev=9.54 smiles="COC(=O)OC.COC(=O)OC.COC(=O)OC.COC(=O)OC.O=C1CCCO1.O=C1CCCO1.O=C1CCCO1.O=C1CCCO1.O=C1CCCO1"
C -7.708 -3.805 -1.671
O -6.779 -3.695 -0.612
C -7.021 -3.618 0.651
O -8.083 -3.573 1.180
O -5.834 -3.735 1.372
C -4.565 -3.882 0.782
H -7.136 -3.890 -2.595
H -8.278 -2.878 -1.734
H -8.361 -4.678 -1.640
H -4.513 -4.709 0.075
H -3.897 -4.065 1.623
H -4.323 -2.967 0.240
C 3.443 -1.066 -4.689
O 4.794 -0.861 -5.268
C 5.466 0.088 -4.871
O 5.149 0.884 -3.987
O 6.627 0.080 -5.535
C 7.452 1.277 -5.642
H 3.312 -0.762 -3.651
H 3.048 -2.067 -4.865
H 2.708 -0.425 -5.178
H 8.302 1.115 -6.305
H 7.642 1.559 -4.607
H 6.834 2.078 -6.050
C 6.204 4.065 0.184
O 7.328 4.966 0.443
C 7.221 6.303 0.473
O 6.189 6.968 0.394
O 8.445 6.775 0.484
C 8.652 8.226 0.698
H 5.745 3.896 1.158
H 6.514 3.278 -0.505
H 5.475 4.573 -0.447
H 9.488 8.666 0.155
H 8.745 8.412 1.768
H 7.994 8.958 0.231
C 2.170 -6.900 0.927
O 1.172 -6.262 0.059
C 0.605 -6.745 -1.109
O -0.158 -6.049 -1.811
O 1.207 -7.889 -1.377
C 0.738 -8.739 -2.417
H 2.125 -7.988 0.969
H 2.304 -6.363 1.867
H 3.126 -6.798 0.414
H 1.340 -8.780 -3.325
H -0.305 -8.517 -2.641
H 0.772 -9.750 -2.012
O -2.162 0.039 -4.662
C -2.814 -0.873 -5.207
C -4.290 -1.260 -4.913
C -4.474 -2.532 -5.766
C -3.393 -2.431 -6.874
O -2.314 -1.597 -6.265
H -4.377 -1.382 -3.834
H -4.770 -0.341 -5.251
H -4.169 -3.424 -5.219
H -5.469 -2.696 -6.180
H -2.969 -3.289 -7.396
H -3.820 -1.723 -7.585
O 0.140 5.985 -1.208
C 0.884 6.168 -2.208
C 1.251 5.282 -3.401
C 2.545 5.916 -3.818
C 2.495 7.385 -3.372
O 1.663 7.311 -2.220
H 1.209 4.248 -3.058
H 0.425 5.289 -4.112
H 3.393 5.346 -3.440
H 2.842 5.878 -4.866
H 3.482 7.803 -3.173
H 2.110 7.972 -4.206
O 3.555 0.190 10.336
C 2.774 -0.143 9.445
C 1.299 -0.387 9.551
C 0.958 0.049 8.181
C 2.077 -0.435 7.272
O 3.205 -0.303 8.139
H 1.080 -1.418 9.827
H 0.858 0.142 10.396
H 0.081 -0.454 7.774
H 0.820 1.130 8.165
H 1.724 -1.465 7.218
H 2.132 0.031 6.288
O -0.465 -1.536 3.041
C -0.397 -0.561 2.306
C 0.186 -0.590 0.857
C 0.551 0.865 0.668
C -0.486 1.616 1.590
O -0.861 0.752 2.613
H 1.067 -1.220 0.977
H -0.431 -1.086 0.108
H 1.592 1.068 0.918
H 0.383 1.173 -0.364
H 0.129 2.400 2.032
H -1.301 2.078 1.032
O -7.156 -0.623 7.191
C -7.183 -0.268 5.998
C -8.497 0.230 5.419
C -7.857 0.808 4.187
C -6.329 0.527 4.120
O -6.109 -0.192 5.253
H -9.216 -0.540 5.138
H -9.010 0.920 6.089
H -8.232 0.319 3.288
H -7.912 1.892 4.283
H -6.193 -0.110 3.246
H -5.628 1.358 4.048

(3)
117
Properties=species:S:1:pos:R:3 method="wB97M-V/def2-TZVPD" energy_ha=-4747.52563 e_lumo_ev=-11.12 largest_force_ev_per_a=6.534 homo_energy_ev=-12.1 orbital_gap_ev=1.03 charge=+4
Ca 2.214 2.556 7.039
C 4.381 -5.702 1.898
C 5.638 -6.470 1.311
N 6.263 -7.390 2.345
C 7.191 -8.383 2.199
C 7.394 -9.019 3.393
N 6.604 -8.395 4.314
C 6.030 -7.353 3.682
C 6.359 -8.828 5.638
H 3.742 -5.438 1.055
H 4.552 -4.897 2.613
H 3.702 -6.341 2.461
H 6.401 -5.854 0.834
H 5.245 -7.051 0.477
H 7.613 -8.556 1.219
H 8.006 -9.877 3.630
H 5.361 -6.652 4.159
H 5.735 -9.715 5.748
H 5.829 -8.085 6.235
H 7.300 -9.178 6.063
C 4.239 1.031 -4.035
C 5.036 1.469 -2.775
N 5.051 2.945 -2.649
C 5.922 3.857 -3.223
C 5.608 5.194 -2.934
N 4.428 5.080 -2.222
C 4.138 3.755 -2.023
C 3.737 6.198 -1.565
H 4.876 1.411 -4.834
H 3.202 1.358 -4.113
H 4.135 -0.047 -4.152
H 6.069 1.128 -2.710
H 4.617 1.109 -1.835
H 6.645 3.406 -3.886
H 6.065 6.123 -3.241
H 3.231 3.470 -1.510
H 2.788 5.915 -1.110
H 3.604 7.087 -2.181
H 4.381 6.500 -0.740
C -6.915 0.458 3.945
C -6.613 0.162 5.460
N -6.633 -1.273 5.725
C -7.816 -2.140 5.675
C -7.442 -3.414 6.123
N -6.051 -3.339 6.467
C -5.559 -2.058 6.155
C -5.232 -4.496 6.826
H -7.885 0.135 3.566
H -6.197 0.011 3.257
H -6.714 1.505 3.720
H -7.348 0.735 6.025
H -5.644 0.547 5.776
H -8.800 -1.825 5.361
H -7.932 -4.353 6.335
H -4.511 -1.846 6.306
H -5.427 -4.764 7.864
H -4.193 -4.168 6.790
H -5.149 -5.192 5.991
C -5.157 8.229 -1.441
C -4.719 9.188 -2.634
N -5.920 9.904 -3.163
C -6.803 9.359 -4.081
C -7.848 10.227 -4.332
N -7.731 11.242 -3.428
C -6.532 11.020 -2.762
C -8.611 12.429 -3.335
H -6.018 7.606 -1.688
H -5.667 8.759 -0.637
H -4.471 7.517 -0.983
H -4.126 8.622 -3.352
H -4.025 9.933 -2.244
H -6.391 8.416 -4.406
H -8.646 10.135 -5.054
H -6.326 11.554 -1.846
H -9.613 12.217 -3.708
H -8.257 13.199 -4.020
H -8.794 12.748 -2.308
C 1.364 -7.373 -4.902
C -0.058 -7.930 -4.772
N -0.865 -7.066 -3.878
C -1.298 -5.809 -4.237
C -1.675 -5.120 -3.116
N -1.690 -5.999 -2.022
C -1.030 -7.139 -2.502
C -1.922 -5.580 -0.712
H 1.990 -8.223 -5.172
H 1.764 -6.992 -3.962
H 1.441 -6.585 -5.652
H -0.004 -8.889 -4.257
H -0.523 -8.017 -5.754
H -1.311 -5.474 -5.264
H -1.942 -4.074 -3.104
H -0.603 -7.997 -2.006
H -2.998 -5.508 -0.550
H -1.410 -4.629 -0.571
H -1.608 -6.440 -0.120
B 0.102 1.576 3.124
F -0.261 1.601 1.822
F 1.559 1.584 3.205
F -0.250 2.651 3.751
F -0.514 0.534 3.727
C -0.324 3.949 -7.315
F 0.686 3.113 -7.687
F 0.334 4.831 -6.586
F -0.684 4.680 -8.333
S -1.875 2.980 -6.420
O -1.795 1.603 -6.965
O -1.539 2.894 -4.951
O -3.066 3.789 -6.748
C 8.350 1.329 3.824
F 9.549 1.777 4.165
F 7.512 2.378 3.646
F 8.507 0.808 2.569
S 7.726 0.029 5.134
O 8.849 -0.186 6.063
O 6.489 0.712 5.687
O 7.410 -1.135 4.322

(4)
111
Properties=species:S:1:pos:R:3 method="wB97M-V/def2-TZVPD" energy_ha=-3392.53164 e_lumo_ev=2.08 largest_force_ev_per_a=3.057 homo_energy_ev=-4.5 orbital_gap_ev=6.59 charge=-1
C -0.911 -2.340 -2.443
C -0.966 -0.786 -2.814
O -0.997 0.104 -1.679
C -2.359 0.433 -1.287
C -2.381 1.790 -0.419
C -2.259 1.528 1.179
C -0.674 1.343 1.526
C -0.379 -0.232 1.532
B 1.249 -0.624 1.519
C 1.730 -0.541 3.091
O 3.178 -0.529 3.292
O 3.462 0.241 4.387
C 1.281 -2.185 0.913
C 2.413 -3.110 1.558
C 1.863 -3.898 2.868
O 2.693 -4.179 0.567
C 2.110 0.320 0.484
Cl 2.697 1.921 1.192
C 3.378 -0.381 -0.206
C 4.098 0.745 -1.141
H -1.174 -2.940 -3.393
H 0.139 -2.695 -2.138
H -1.664 -2.662 -1.651
H -1.795 -0.543 -3.577
H 0.018 -0.554 -3.372
H -2.999 0.595 -2.218
H -2.792 -0.425 -0.648
H -3.353 2.330 -0.682
H -1.528 2.435 -0.819
H -2.853 0.582 1.401
H -2.672 2.461 1.698
H -0.468 1.728 2.591
H -0.124 1.931 0.725
H -0.758 -0.624 2.555
H -0.952 -0.826 0.744
H 1.343 0.468 3.501
H 1.282 -1.348 3.767
H 3.206 -0.261 5.208
H 0.269 -2.648 1.230
H 1.266 -2.203 -0.236
H 3.412 -2.602 1.735
H 1.921 -5.030 2.665
H 0.744 -3.686 3.033
H 2.445 -3.652 3.813
H 1.843 -4.547 0.246
H 1.390 0.595 -0.377
H 3.094 -1.216 -0.944
H 4.108 -0.783 0.577
H 4.924 1.306 -0.601
H 3.304 1.482 -1.531
H 4.470 0.196 -2.085
C 4.973 -4.864 -2.654
C 4.951 -3.734 -1.670
O 5.446 -2.637 -2.432
C 5.210 -2.917 -3.738
O 5.350 -2.131 -4.642
O 4.793 -4.203 -3.901
H 4.176 -5.587 -2.477
H 5.933 -5.389 -2.669
H 3.941 -3.499 -1.324
H 5.587 -3.922 -0.803
C -4.741 4.887 3.979
C -6.134 4.567 4.435
O -6.683 3.874 3.324
C -5.639 3.350 2.621
O -5.753 2.566 1.717
O -4.451 3.831 3.076
H -4.024 4.902 4.801
H -4.685 5.837 3.440
H -6.147 3.905 5.307
H -6.716 5.462 4.661
C -0.695 5.580 -2.731
C -1.741 6.648 -2.851
O -2.749 6.210 -1.951
C -2.147 5.398 -1.037
O -2.675 4.988 -0.038
O -0.869 5.111 -1.403
H 0.316 5.966 -2.876
H -0.862 4.751 -3.424
H -1.378 7.628 -2.525
H -2.137 6.735 -3.864
C -7.402 1.037 -4.182
C -7.001 1.658 -2.877
O -5.924 0.837 -2.451
C -5.400 0.250 -3.561
O -4.372 -0.374 -3.575
O -6.189 0.464 -4.650
H -7.786 1.769 -4.894
H -8.143 0.241 -4.056
H -6.638 2.684 -2.996
H -7.808 1.651 -2.143
C 2.811 -4.590 -6.557
C 2.575 -3.151 -6.211
O 1.303 -2.889 -6.792
C 0.658 -4.081 -6.905
O -0.502 -4.201 -7.203
O 1.494 -5.120 -6.638
H 3.394 -5.112 -5.798
H 3.301 -4.713 -7.528
H 2.513 -2.984 -5.132
H 3.336 -2.490 -6.627
C 3.759 0.503 8.954
C 2.372 0.166 9.414
O 1.823 -0.517 8.297
C 2.864 -1.023 7.582
O 2.749 -1.795 6.667
O 4.053 -0.540 8.036
H 4.481 0.513 9.773
H 3.804 1.461 8.428
H 2.369 -0.507 10.277
H 1.784 1.053 9.654